Entry from OMol25: a cluster of 11 separate species, C56H63N7O27S in total (ωB97M-V with the def2-TZVPD basis set).

The geometry in ORCA input format:
```
! RIJCOSX wB97M-V def2-TZVPD def2/J DEFGRID3
* xyz 0 1
O 23.047 16.733 20.873
N 23.755 16.124 20.071
O 24.990 16.132 20.207
C 23.155 15.467 18.907
C 23.978 14.656 18.111
C 23.443 13.969 17.039
C 22.118 14.208 16.645
C 21.329 15.043 17.416
C 21.817 15.644 18.549
H 25.032 14.534 18.314
H 24.053 13.313 16.434
H 21.727 13.975 15.665
H 20.294 15.261 17.198
H 21.227 16.266 19.206
O 19.938 25.346 20.311
N 19.445 25.585 19.266
O 18.854 26.640 19.004
C 19.782 24.653 18.228
C 20.054 23.343 18.508
C 20.217 22.435 17.481
C 20.262 22.918 16.163
C 19.966 24.211 15.848
C 19.721 25.115 16.851
H 20.230 23.027 19.525
H 20.271 21.371 17.657
H 20.469 22.255 15.336
H 20.057 24.509 14.814
H 19.524 26.155 16.633
O 14.378 14.385 19.632
N 13.865 15.175 20.386
O 14.545 15.929 21.018
C 12.396 15.281 20.452
C 11.781 16.355 21.137
C 10.452 16.517 21.180
C 9.626 15.631 20.453
C 10.208 14.611 19.652
C 11.594 14.418 19.754
H 12.453 17.076 21.580
H 10.053 17.338 21.757
H 8.548 15.685 20.477
H 9.624 13.948 19.030
H 12.029 13.659 19.120
O 19.884 22.395 24.640
N 19.232 22.803 23.652
O 18.743 23.929 23.591
C 18.847 21.867 22.627
C 18.921 20.501 22.859
C 18.491 19.535 21.955
C 17.853 19.947 20.772
C 17.775 21.309 20.446
C 18.241 22.231 21.363
H 19.343 20.159 23.793
H 18.738 18.501 22.143
H 17.623 19.157 20.073
H 17.354 21.667 19.518
H 17.910 23.252 21.245
O 15.790 21.855 15.167
N 15.717 22.278 16.279
O 15.972 23.375 16.671
C 15.374 21.238 17.244
C 15.780 19.896 17.195
C 15.475 19.013 18.280
C 14.850 19.464 19.368
C 14.474 20.815 19.472
C 14.769 21.676 18.459
H 16.342 19.518 16.354
H 15.915 18.028 18.236
H 14.635 18.696 20.095
H 13.974 21.122 20.379
H 14.586 22.714 18.693
O 22.464 19.924 24.546
N 22.156 19.457 23.443
O 21.741 18.308 23.332
C 22.281 20.336 22.278
C 22.701 21.669 22.284
C 23.058 22.322 21.155
C 22.957 21.662 19.914
C 22.428 20.381 19.830
C 22.113 19.749 20.986
H 22.906 22.098 23.254
H 23.425 23.335 21.081
H 23.357 22.151 19.038
H 22.384 19.876 18.877
H 21.747 18.739 20.879
O 19.910 18.927 18.612
N 19.092 18.760 17.747
O 18.879 19.479 16.791
C 18.460 17.479 17.790
C 17.855 16.979 16.664
C 17.055 15.823 16.797
C 17.064 15.137 18.001
C 17.708 15.599 19.169
C 18.440 16.772 19.042
H 17.764 17.502 15.723
H 16.522 15.392 15.962
H 16.475 14.233 18.057
H 17.711 15.068 20.109
H 18.993 17.137 19.896
O 21.923 19.959 14.966
S 22.408 18.808 15.690
O 21.531 17.852 16.314
O 23.691 18.096 14.861
C 24.861 18.002 15.698
C 24.510 18.539 17.072
O 23.396 19.373 16.899
H 25.216 16.973 15.761
H 25.643 18.574 15.200
H 25.391 18.979 17.539
H 24.209 17.750 17.761
C 17.768 19.536 13.290
C 17.569 18.107 12.924
O 16.913 18.009 11.675
C 17.095 16.864 10.951
O 17.856 15.923 11.254
O 16.223 16.886 9.932
C 16.231 15.726 9.107
H 18.395 19.763 14.152
H 16.838 20.012 13.603
H 18.054 20.238 12.507
H 16.927 17.687 13.698
H 18.532 17.609 13.030
H 15.543 15.748 8.262
H 15.890 14.848 9.655
H 17.245 15.463 8.806
C 17.033 9.891 20.508
C 17.628 9.814 19.147
O 17.803 11.065 18.580
C 18.966 11.765 18.650
O 19.075 12.857 18.080
O 19.978 11.158 19.370
C 21.298 11.746 19.436
H 16.030 10.300 20.389
H 17.644 10.495 21.180
H 16.981 8.880 20.912
H 17.002 9.185 18.514
H 18.552 9.238 19.100
H 21.335 12.815 19.230
H 21.885 11.255 18.659
H 21.807 11.586 20.387
C 16.510 14.271 23.773
C 17.015 13.353 22.650
O 18.164 12.605 23.119
C 19.483 13.132 23.079
O 20.460 12.495 23.561
O 19.502 14.417 22.530
C 20.515 15.370 22.982
H 16.781 15.325 23.729
H 16.603 13.878 24.785
H 15.426 14.307 23.663
H 17.313 13.830 21.716
H 16.215 12.635 22.469
H 20.923 15.147 23.967
H 20.099 16.377 22.962
H 21.434 15.407 22.397
*
```

E_HOMO in Ha: -0.3449
SMILES: O=[N+]([O-])c1ccccc1.O=[N+]([O-])c1ccccc1.O=[N+]([O-])c1ccccc1.O=[N+]([O-])c1ccccc1.O=[N+]([O-])c1ccccc1.O=[N+]([O-])c1ccccc1.O=[N+]([O-])c1ccccc1.O=S1(=O)OCCO1.CCOC(=O)OC.CCOC(=O)OC.CCOC(=O)OC
E_tot in eV: -135618.962
Kohn-Sham gap in eV: 8.3096